No. 1
This record from the Open Molecules 2025 dataset describes a structure of composition C55H31AsN8O6Re in a non-equilibrium geometry. The level of theory is ωB97M-V/def2-TZVPD.

2S+1	2
<S²>	0.75
energy relative to the best compared isomer or geometry (same formula, charge and spin)	21.9	kcal/mol

Structure (XYZ):
```
102
Properties=species:S:1:pos:R:3:lowdin_spin:R:1
Re 0.06545 0.13361 0.30695 0.76
C 6.60059 -0.29706 1.37307 0.00
C 6.23671 -1.45351 2.09528 0.00
C 4.91444 -1.81746 2.24112 0.00
C 3.95405 -1.00871 1.63093 0.00
C 2.51292 -1.05530 1.64385 0.00
N 2.03556 -0.08716 0.79587 0.02
C 3.09085 0.70204 0.41133 0.00
N 3.02695 1.88619 -0.15397 0.01
C 1.91142 2.53789 -0.34016 0.00
C 1.90637 3.88185 -0.88014 0.00
C 2.93851 4.75897 -1.20011 0.00
C 2.58980 6.03284 -1.60642 0.00
C 1.24093 6.41649 -1.71458 0.00
C 0.22182 5.53795 -1.40559 0.00
C 0.57924 4.26454 -0.97314 0.00
C -0.20607 3.15162 -0.47855 0.00
N -1.51806 3.19721 -0.41967 0.01
C -2.20380 2.26391 0.17380 0.00
N -1.72824 1.12115 0.75311 0.02
C -2.74482 0.56416 1.48147 0.00
N -2.69147 -0.43038 2.33330 0.01
C -1.57049 -1.04062 2.63230 0.00
N -0.33203 -0.77941 2.12908 0.03
C 0.55433 -1.67052 2.71237 0.00
N 1.82548 -1.80662 2.48962 0.01
C -0.16093 -2.49209 3.67972 0.00
C 0.27406 -3.46055 4.57142 0.00
C -0.67576 -4.03355 5.40019 0.00
C -2.02620 -3.66340 5.32101 0.00
C -2.45287 -2.69688 4.42776 0.00
C -1.49102 -2.10963 3.61858 0.00
C -3.97116 1.30837 1.23545 0.00
C -5.27540 1.08661 1.65088 0.00
C -6.24493 1.95672 1.17924 0.00
C -5.90877 3.02629 0.33849 0.00
C -4.59864 3.25451 -0.04665 0.00
C -3.63652 2.36749 0.41184 0.00
N 0.61298 2.14222 -0.07623 0.03
C 4.31660 0.10917 0.87926 0.00
C 5.65232 0.49379 0.76050 0.00
H 7.64596 -0.02035 1.31501 0.00
H 7.01202 -2.06083 2.54965 0.00
H 4.61875 -2.69648 2.80428 0.00
H 3.97428 4.44858 -1.10947 0.00
H 3.36268 6.75591 -1.83484 0.00
H 1.00423 7.42322 -2.03643 0.00
H -0.82065 5.82182 -1.49230 0.00
H 1.32013 -3.74544 4.61035 0.00
H -0.37490 -4.78190 6.12254 0.00
H -2.74620 -4.14805 5.97000 0.00
H -3.49523 -2.40741 4.35155 0.00
H -5.51415 0.25022 2.29702 0.00
H -7.28217 1.80086 1.45216 0.00
H -6.69143 3.68241 -0.02098 0.00
H -4.33292 4.08238 -0.69485 0.00
H 5.92784 1.38721 0.20819 0.00
O -2.84008 -5.29365 -0.87875 0.00
C -2.28588 -4.24955 -0.70757 0.00
C -0.82995 -4.04222 -0.28679 0.00
O -0.02012 -4.89653 0.02568 0.00
C -0.65844 -2.61455 -0.36138 0.00
C -1.74997 -1.93163 -0.75125 0.00
O -1.61866 -0.66524 -0.91245 0.01
C -2.89558 -2.85309 -0.91922 0.00
O -4.04884 -2.59278 -1.14744 0.00
O 0.40185 -1.85858 -0.15853 0.02
O 0.55187 0.20748 -1.78631 0.01
As 1.50202 -0.85702 -2.68168 0.00
C 0.36507 -2.13144 -3.52418 0.00
C 0.78037 -3.43389 -3.78346 0.00
C -0.07209 -4.29536 -4.46169 0.00
C -1.32233 -3.85315 -4.87523 0.00
C -1.73533 -2.55229 -4.60567 0.00
C -0.89001 -1.68468 -3.93244 0.00
C 2.20484 0.25263 -4.07877 0.00
C 1.95519 -0.05488 -5.41198 0.00
C 2.35144 0.82899 -6.40767 0.00
C 2.98527 2.01689 -6.07083 0.00
C 3.23357 2.32261 -4.73672 0.00
C 2.84242 1.44375 -3.73925 0.00
C 2.96460 -1.79802 -1.87624 0.00
C 4.25641 -1.33970 -2.13228 0.00
C 5.34687 -2.03652 -1.62573 0.00
C 5.14463 -3.17499 -0.85566 0.00
C 3.85511 -3.62703 -0.59854 0.00
C 2.76039 -2.95498 -1.12076 0.00
H 1.75491 -3.77326 -3.45822 0.00
H 0.23948 -5.31326 -4.65992 0.00
H -1.98000 -4.52903 -5.40932 0.00
H -2.71899 -2.21679 -4.91364 0.00
H -1.19644 -0.67103 -3.71052 0.00
H 1.44876 -0.97392 -5.67176 0.00
H 2.15308 0.59235 -7.44614 0.00
H 3.27612 2.71370 -6.84771 0.00
H 3.72188 3.25333 -4.47143 0.00
H 3.02071 1.69091 -2.70103 0.00
H 4.41747 -0.45076 -2.72771 0.00
H 6.35102 -1.69082 -1.84461 0.00
H 5.99774 -3.71604 -0.46152 0.00
H 3.68431 -4.51484 -0.00052 0.00
H 1.77300 -3.34181 -0.93337 0.00
```

No. 2
This record from the Open Molecules 2025 dataset describes a structure of composition C55H32Cl6N6O2SV in a non-equilibrium geometry. The level of theory is ωB97M-V/def2-TZVPD.

2S+1	4
<S²>	3.78
net charge	-2

Structure (XYZ):
```
103
Properties=species:S:1:pos:R:3:lowdin_spin:R:1
V -0.34523 -0.12238 0.58054 2.52
Cl 1.18213 -8.61779 4.52554 0.00
C 0.90560 -7.09959 3.70925 0.00
C 1.96172 -6.44761 3.09847 0.00
C 1.74487 -5.21839 2.49563 0.00
C 0.48350 -4.62203 2.49332 0.00
C -0.56602 -5.32532 3.08854 0.00
C -0.36700 -6.55404 3.69615 0.00
C 0.24925 -3.27440 1.92529 0.01
C 0.98274 -2.19943 2.43381 0.02
C 1.96494 -2.30066 3.47688 0.02
C 2.46136 -1.05149 3.66335 0.01
C 1.76804 -0.18461 2.75355 0.04
C 1.97468 1.20250 2.69325 0.02
C 3.16375 1.73528 3.39442 0.00
C 3.08591 2.73570 4.36410 0.00
C 4.22395 3.22865 4.98372 0.00
C 5.45859 2.70227 4.64675 0.00
Cl 6.89325 3.30565 5.43400 0.00
C 5.56857 1.69218 3.70612 0.00
C 4.42508 1.21929 3.08481 0.00
C 1.15485 2.08444 1.98817 0.03
N 0.07015 1.73494 1.23169 0.02
C -0.44462 2.90848 0.74791 0.02
C -1.54971 3.04794 -0.07260 0.02
C -1.92656 4.41452 -0.52814 0.00
C -2.98588 5.10598 0.04970 0.00
C -3.36790 6.35336 -0.42551 0.00
C -2.68241 6.89528 -1.49821 0.00
Cl -3.17017 8.45621 -2.11652 0.00
C -1.61623 6.23299 -2.08311 0.00
C -1.22934 4.99698 -1.58591 0.00
C -2.30874 1.97542 -0.56109 0.02
C -3.49567 2.12017 -1.35122 0.02
C -3.95096 0.86526 -1.60227 0.01
C -3.01545 -0.04378 -1.00252 0.03
N -2.03012 0.65520 -0.35748 0.00
C -3.11035 -1.44532 -1.07097 -0.01
C -2.24186 -2.31263 -0.40999 0.03
C -2.30986 -3.74628 -0.52782 0.01
C -1.39798 -4.25326 0.32694 0.02
C -0.75071 -3.13374 0.95575 0.02
N -1.24217 -1.95810 0.46341 0.00
C -4.21576 -2.03409 -1.86819 0.00
C -5.12114 -2.92790 -1.29411 0.00
C -6.17712 -3.45413 -2.02175 0.00
C -6.34222 -3.07864 -3.34258 0.00
Cl -7.68531 -3.71428 -4.25594 0.00
C -5.45652 -2.20201 -3.94392 0.00
C -4.40314 -1.68848 -3.20549 0.00
C 0.33579 4.02554 1.20902 0.02
C 1.33979 3.51591 1.95294 0.01
N 0.85696 -0.89700 2.03192 0.01
H 2.94540 -6.89787 3.09474 0.00
H 2.56545 -4.71256 2.00376 0.00
H -1.55726 -4.89083 3.09187 0.00
H -1.18618 -7.07896 4.16881 0.00
H 2.22920 -3.19723 4.01162 0.00
H 3.20837 -0.73957 4.37450 0.00
H 2.11768 3.12264 4.65340 0.00
H 4.15943 4.01306 5.72600 0.00
H 6.54219 1.28895 3.46100 0.00
H 4.49046 0.44501 2.33021 0.00
H -3.51681 4.67120 0.88787 0.00
H -4.18576 6.89920 0.02557 0.00
H -1.09054 6.67864 -2.91671 0.00
H -0.35384 4.49160 -1.98577 0.00
H -3.91971 3.05674 -1.67474 0.00
H -4.84103 0.58287 -2.13691 0.00
H -2.94344 -4.28231 -1.21260 0.00
H -1.13628 -5.28654 0.47877 0.00
H -5.00404 -3.20787 -0.25524 0.00
H -6.87069 -4.14901 -1.56720 0.00
H -5.58664 -1.92336 -4.98110 0.00
H -3.69972 -1.02190 -3.68201 0.00
H 0.14473 5.05769 0.96652 0.00
H 2.14814 4.05417 2.41591 0.00
Cl 0.57903 -0.54552 -1.47647 0.05
C -0.29269 -0.81774 -2.94662 0.01
C -0.85570 0.28941 -3.55577 0.00
C -1.45734 0.17199 -4.79829 0.00
C -1.49759 -1.07236 -5.41494 0.00
C -0.95074 -2.17500 -4.79194 0.00
Cl -1.06582 -3.69853 -5.61600 0.00
C -0.29103 -2.11719 -3.53214 0.00
S 0.46890 -3.46325 -2.81820 0.00
H -0.80633 1.24813 -3.05275 0.00
H -1.89016 1.03960 -5.27992 0.00
H -1.96576 -1.19592 -6.38393 0.00
C 5.25290 -0.08798 -0.83776 0.00
N 4.44679 1.08217 -1.09519 0.00
C 4.94269 2.17509 -1.73583 0.00
C 4.17008 3.23937 -2.00334 0.00
C 2.74301 3.18934 -1.65808 0.00
O 1.97954 4.10624 -2.00448 0.00
N 2.30781 2.10853 -0.96049 0.00
C 3.09905 1.09317 -0.62365 0.00
O 2.76439 0.11536 0.07197 0.01
H 6.05637 -0.15158 -1.57296 0.00
H 4.61899 -0.96927 -0.90851 0.00
H 5.68471 -0.06765 0.16899 0.00
H 5.99115 2.12240 -2.01107 0.00
H 4.55932 4.10467 -2.52047 0.00
```

Calculated calculated total energy (Ha), listed in the same order as above: -5318.18050, -6697.72057